[1]
The following is a DFT calculation (wB97M-V/def2-TZVPD) of 2 unconnected molecules or ions with the total composition C18H43BClO6P2 in a non-equilibrium geometry.

Geometry as ORCA input:
```
! wB97M-V def2-TZVPD RIJCOSX def2/J DEFGRID3
* xyz 1 1
C 3.341 7.317 -0.507
C 3.275 6.434 -1.750
O 2.733 5.141 -1.447
B 1.417 4.889 -1.557
O 0.884 3.797 -0.911
O 0.540 5.647 -2.352
P -0.695 6.417 -1.740
O -1.421 7.196 -2.731
O -0.149 7.230 -0.496
O -1.572 5.241 -1.061
Cl -1.864 5.289 0.600
H 4.331 7.289 -0.071
H 3.102 8.341 -0.770
H 2.622 6.974 0.228
H 4.287 6.254 -2.095
H 2.752 6.907 -2.575
H 1.517 3.082 -0.881
H 0.155 8.078 -0.839
C 1.601 -3.537 3.757
C 1.748 -2.250 2.948
C 0.478 -1.398 2.969
C -0.681 -1.894 2.089
P -0.602 -1.560 0.318
C -0.211 0.202 0.154
C -1.047 1.254 0.900
C -2.463 1.546 0.395
C -2.566 1.810 -1.105
C -2.251 -1.796 -0.366
C -2.943 -3.171 -0.404
C -2.360 -4.224 -1.345
C -2.096 -3.741 -2.767
C 0.750 -2.283 -0.641
C 1.022 -3.778 -0.904
C 0.870 -4.780 0.254
C 2.212 -5.327 0.741
H 0.759 -4.147 3.423
H 2.505 -4.141 3.694
H 1.443 -3.303 4.810
H 2.045 -2.484 1.922
H 2.564 -1.664 3.372
H 0.720 -0.369 2.696
H 0.114 -1.356 3.997
H -1.588 -1.362 2.402
H -0.900 -2.947 2.277
H -0.157 0.429 -0.915
H 0.820 0.288 0.511
H -0.487 2.190 0.844
H -1.096 0.996 1.961
H -2.817 2.431 0.926
H -3.155 0.752 0.689
H -2.089 2.756 -1.367
H -3.610 1.868 -1.411
H -2.100 1.027 -1.706
H -2.278 -1.319 -1.347
H -2.877 -1.174 0.277
H -3.977 -2.979 -0.696
H -2.986 -3.581 0.608
H -3.049 -5.069 -1.377
H -1.444 -4.624 -0.908
H -3.028 -3.531 -3.294
H -1.559 -4.501 -3.335
H -1.485 -2.835 -2.796
H 1.656 -1.826 -0.230
H 0.635 -1.804 -1.621
H 2.043 -3.837 -1.284
H 0.406 -4.092 -1.746
H 0.275 -5.629 -0.084
H 0.318 -4.344 1.089
H 2.662 -5.961 -0.023
H 2.087 -5.930 1.639
H 2.918 -4.525 0.967
*
```

Kohn-Sham gap = 10.4 eV

Need the Mulliken charges? In units of e they are: -0.985 -0.221 -0.500 0.354 -0.066 -0.358 1.034 -0.691 -0.506 -0.142 0.011 0.336 0.274 0.298 0.338 0.285 0.227 0.322 -1.410 0.086 -1.074 -1.133 1.282 -1.669 -0.764 -0.547 -1.055 -0.763 -1.074 0.381 -1.376 -0.818 -1.181 0.296 -1.781 0.264 0.386 0.420 -0.176 0.460 0.271 0.591 0.676 0.703 0.834 0.541 0.440 0.288 0.508 0.252 0.093 0.387 0.278 0.547 0.198 0.467 0.370 0.489 -0.448 0.354 0.413 0.283 0.762 0.551 0.603 0.202 0.506 -0.128 0.467 0.399 0.337


[2]
The following is a DFT calculation (wB97M-V/def2-TZVPD) of 12 unconnected molecules or ions with the total composition C54H126N6O12 in a non-equilibrium geometry.

Geometry as ORCA input:
```
! wB97M-V def2-TZVPD RIJCOSX def2/J DEFGRID3
* xyz 0 1
C 2.502 -4.803 -6.419
C 2.308 -3.891 -7.652
C 3.467 -4.135 -8.616
C 1.033 -4.288 -8.367
C -0.242 -3.851 -7.656
C -0.235 -2.329 -7.442
C 1.046 -1.825 -6.774
C 1.174 -0.330 -7.135
C 0.962 -1.953 -5.254
N 2.238 -2.482 -7.354
O 3.436 -1.999 -6.780
H 2.127 -5.803 -6.642
H 3.556 -4.911 -6.152
H 1.977 -4.447 -5.538
H 4.427 -3.859 -8.189
H 3.471 -5.191 -8.900
H 3.284 -3.574 -9.534
H 1.015 -3.775 -9.340
H 1.037 -5.359 -8.575
H -1.116 -4.264 -8.161
H -0.307 -4.301 -6.650
H -1.068 -2.155 -6.761
H -0.364 -1.842 -8.410
H 1.471 -0.245 -8.178
H 1.887 0.192 -6.494
H 0.221 0.189 -6.984
H 0.061 -1.431 -4.897
H 1.698 -1.393 -4.662
H 0.919 -2.961 -4.851
H 3.501 -2.393 -5.894
C -7.796 -3.628 2.757
C -6.883 -2.379 2.702
C -5.482 -2.900 2.310
C -7.310 -1.423 1.571
C -8.375 -0.407 1.924
C -8.091 0.268 3.275
C -7.776 -0.696 4.411
C -7.188 0.066 5.585
C -9.115 -1.372 4.813
N -6.763 -1.650 3.946
O -6.237 -2.455 4.974
H -7.405 -4.428 3.389
H -8.794 -3.386 3.122
H -7.871 -4.017 1.742
H -4.804 -2.059 2.159
H -5.067 -3.541 3.089
H -5.503 -3.486 1.389
H -6.448 -0.901 1.152
H -7.571 -2.118 0.763
H -8.444 0.324 1.114
H -9.371 -0.869 1.897
H -9.003 0.825 3.498
H -7.284 0.975 3.068
H -7.905 0.682 6.140
H -6.464 0.829 5.271
H -6.658 -0.529 6.326
H -8.947 -2.283 5.399
H -9.668 -1.648 3.919
H -9.709 -0.728 5.461
H -6.901 -3.136 5.176
C 1.177 5.137 -1.754
C -0.097 5.116 -2.604
C -1.246 4.579 -1.700
C -0.413 6.560 -2.978
C -1.401 6.681 -4.153
C -0.864 5.890 -5.343
C -0.588 4.405 -5.052
C -1.946 3.664 -5.059
C 0.287 3.891 -6.177
N 0.103 4.320 -3.782
O 0.510 3.008 -3.459
H 2.005 5.560 -2.326
H 1.013 5.687 -0.826
H 1.470 4.139 -1.416
H -1.369 3.498 -1.799
H -1.169 4.855 -0.647
H -2.215 4.997 -2.009
H -0.890 7.088 -2.150
H 0.542 7.025 -3.238
H -2.383 6.346 -3.820
H -1.417 7.732 -4.442
H 0.049 6.363 -5.713
H -1.625 5.964 -6.127
H -2.477 3.868 -5.987
H -2.522 3.996 -4.192
H -1.832 2.587 -4.915
H -0.289 3.827 -7.100
H 0.613 2.867 -5.970
H 1.171 4.516 -6.304
H 1.372 2.905 -3.879
C -2.231 -1.918 7.779
C -1.613 -1.771 6.381
C -1.213 -3.165 5.874
C -2.720 -1.319 5.427
C -3.026 0.183 5.537
C -1.737 1.018 5.503
C -0.599 0.537 6.385
C 0.691 1.209 5.876
C -0.876 1.029 7.831
N -0.441 -0.907 6.293
O 0.521 -1.292 7.276
H -3.022 -1.185 7.950
H -1.484 -1.804 8.561
H -2.720 -2.889 7.845
H -0.990 -3.207 4.808
H -2.066 -3.839 6.001
H -0.404 -3.634 6.445
H -2.600 -1.550 4.379
H -3.636 -1.773 5.812
H -3.582 0.368 6.462
H -3.649 0.488 4.695
H -1.986 2.078 5.592
H -1.440 0.966 4.440
H 0.597 2.289 5.978
H 1.530 0.890 6.500
H 0.920 0.900 4.855
H -0.492 2.033 8.019
H -1.954 1.168 7.962
H -0.490 0.308 8.544
H 0.982 -2.049 6.901
C 8.825 3.322 -0.533
C 7.912 3.027 0.669
C 8.068 4.132 1.712
C 6.469 2.968 0.119
C 5.486 2.100 0.912
C 6.083 0.728 1.265
C 7.400 0.853 2.007
C 7.169 1.494 3.383
C 8.036 -0.522 2.199
N 8.284 1.694 1.155
O 9.622 1.748 1.643
H 8.385 4.091 -1.169
H 9.817 3.619 -0.192
H 8.945 2.419 -1.132
H 7.963 5.133 1.281
H 7.263 4.084 2.449
H 9.027 4.098 2.225
H 6.071 3.986 0.103
H 6.520 2.569 -0.896
H 5.049 2.606 1.781
H 4.574 1.998 0.308
H 6.025 0.085 0.386
H 5.312 0.347 1.952
H 6.772 0.761 4.092
H 6.502 2.345 3.334
H 8.133 1.759 3.824
H 7.817 -1.214 1.383
H 7.608 -0.957 3.103
H 9.115 -0.508 2.334
H 10.002 0.908 1.369
C -1.833 -1.844 1.347
C -1.077 -0.828 0.521
C -1.907 -0.456 -0.710
C -0.807 0.408 1.391
C 0.195 1.427 0.859
C 1.490 0.698 0.479
C 1.311 -0.585 -0.323
C 1.062 -0.173 -1.777
C 2.645 -1.328 -0.247
N 0.241 -1.394 0.219
O 0.206 -2.692 -0.370
H -2.345 -2.603 0.752
H -1.146 -2.376 2.016
H -2.584 -1.399 1.994
H -2.936 -0.316 -0.364
H -1.638 0.523 -1.108
H -1.831 -1.196 -1.500
H -1.776 0.858 1.621
H -0.354 0.007 2.306
H -0.199 2.008 0.022
H 0.419 2.093 1.694
H 2.046 0.517 1.406
H 2.158 1.377 -0.061
H 0.714 -0.993 -2.407
H 2.024 0.149 -2.188
H 0.390 0.680 -1.858
H 3.525 -0.725 -0.049
H 2.866 -1.927 -1.142
H 2.561 -2.180 0.441
H 0.525 -3.229 0.364
O 3.989 2.227 -3.023
H 3.985 1.268 -3.108
H 4.366 2.541 -3.851
O -1.699 -3.556 -2.970
H -1.244 -3.124 -2.235
H -2.328 -4.150 -2.550
O -5.581 -0.133 -1.212
H -6.465 0.230 -1.327
H -5.093 0.556 -0.750
O 1.916 -2.452 3.856
H 1.527 -2.137 4.681
H 1.170 -2.529 3.240
O 1.517 -4.731 1.388
H 1.532 -4.492 2.322
H 0.723 -5.266 1.277
O 2.707 -4.372 -1.853
H 1.951 -4.707 -2.344
H 2.337 -4.097 -1.006
*
```

SMILES string = CC1(C)CCCC(C)(C)N1O.CC1(C)CCCC(C)(C)N1O.CC1(C)CCCC(C)(C)N1O.CC1(C)CCCC(C)(C)N1O.CC1(C)CCCC(C)(C)N1O.CC1(C)CCCC(C)(C)N1O.O.O.O.O.O.O
Kohn-Sham gap = 8.0 eV
relative energy (zero: lowest compared OMol25 entry of this formula, charge and spin) = 0.0 kJ/mol

Atomic partial charges in e from the Mulliken method, atoms 1 to 99: -1.485 1.645 -1.975 -1.344 -0.698 -1.197 2.442 -2.305 -2.385 0.140 -0.495 0.350 0.458 0.237 0.387 0.397 0.432 0.345 0.534 0.455 0.245 0.383 0.409 0.602 0.288 0.424 0.571 0.533 0.209 0.369 -1.705 1.500 -2.240 -0.971 -0.938 -1.127 1.416 -1.850 -1.692 0.747 -0.341 0.437 0.337 0.439 0.346 0.454 0.478 0.314 0.506 0.428 0.311 0.353 0.340 0.446 0.325 0.373 0.272 0.390 0.430 0.291 -1.887 1.869 -1.745 -1.328 -0.687 -1.158 1.710 -1.760 -1.858 0.006 0.083 0.433 0.443 0.213 0.109 0.506 0.389 0.391 0.411 0.338 0.401 0.372 0.420 0.468 0.355 0.267 0.418 0.206 0.418 0.279 -1.966 2.197 -1.770 -0.857 -0.733 -0.786 1.586 -1.912 -1.751


What HOMO level values result from the calculations? In sequence: -12.776, -7.921 eV.